# C15H15Cl8FO4

5 unconnected molecules or ions with the total composition C15H15Cl8FO4 at a distorted geometry (the ωB97M-V functional and the def2-TZVPD basis, the OMol25 dataset).

Last column: Löwdin charge in e.
Element x y z (Å)
O: 1.011871 -1.997595 3.508844  0.038
C: 1.156359 -1.512375 2.358339  -0.264
C: 1.831433 -2.320916 1.130275  0.086
C: 2.674913 -1.595626 0.232238  -0.107
F: 3.225054 -2.337135 -0.859270  -0.019
C: 2.933234 -0.011067 0.445272  -0.291
O: 4.047824 0.513496 0.233880  0.030
C: 1.641221 0.789438 0.987181  -0.055
C: 1.300373 2.243989 0.524625  0.004
C: -0.008126 2.897444 1.086522  0.003
C: -0.918421 2.083979 2.078544  -0.094
C: -2.295837 2.736696 2.623637  -0.136
O: -3.131243 1.706339 3.217855  -0.271
O: -3.745138 0.997577 2.224956  -0.049
C: -0.579129 0.633923 2.551638  0.013
C: 0.714461 -0.003128 1.987321  -0.029
H: 1.595617 -3.432611 1.002245  0.135
H: 1.986278 2.801202 -0.204181  0.095
H: -0.275848 3.950262 0.718959  0.104
H: -2.878399 3.115339 1.700727  0.141
H: -2.035583 3.585865 3.337127  0.142
H: -3.309407 0.113908 2.195869  0.089
H: -1.223077 -0.008542 3.287524  -0.071
Cl: 0.278148 -2.313752 -4.527245  0.503
C: 0.683640 -2.182855 -2.812853  -1.009
Cl: -0.026017 -0.730378 -2.098629  0.516
H: 0.294177 -3.055866 -2.291234  0.031
H: 1.766004 -2.141840 -2.705884  0.001
Cl: 2.774308 0.977888 -2.480912  0.580
C: 3.232817 0.350269 -4.067939  -0.971
Cl: 1.846969 0.280440 -5.170291  0.486
H: 3.989009 1.005581 -4.497520  0.030
H: 3.639876 -0.653082 -3.947183  0.032
Cl: -1.209565 -0.102829 -7.209694  0.488
C: -2.555841 -1.063284 -6.585722  -1.038
Cl: -3.817678 -0.029634 -5.904759  0.502
H: -2.979620 -1.648981 -7.400163  0.028
H: -2.184638 -1.727951 -5.806892  -0.018
Cl: -2.274270 -0.643936 4.604153  0.682
C: -1.802355 -0.478662 6.300909  -0.940
Cl: -2.506037 0.973215 7.020463  0.530
H: -2.150673 -1.351429 6.850942  0.033
H: -0.716703 -0.413378 6.360323  0.041

Cartesian forces (eV/Å) of the 6 atoms listed first:
O 0.29 1.55 -4.29
C 0.02 -0.05 1.27
C 1.29 2.21 -1.20
C -2.38 -2.09 1.79
F -0.74 2.12 2.29
C 1.63 1.05 -0.37

Properties
- HOMO energy (eV) = -9.3
- frontier orbital gap (Ha) = 0.290

***

# C6H12IN2

A gas-phase ion, C6H12IN2 (charge +1) at a distorted geometry (the ωB97M-V functional and the def2-TZVPD basis, the OMol25 dataset).

Last column: Löwdin charge in e.
Element x y z (Å)
C: -0.283696 0.838507 -1.624752  -0.064
C: -0.386655 1.820756 -0.743481  -0.073
C: 0.245080 -0.551120 -1.465013  -0.258
C: -0.380245 0.541054 1.352852  -0.189
C: 0.911340 -0.885302 -0.160772  -0.703
C: 0.779432 -2.278820 0.339665  -0.168
N: -1.729344 0.293758 1.330407  0.111
N: 0.071988 1.742214 0.652296  0.012
I: 2.839987 0.030602 0.100354  0.992
H: -0.660096 1.043883 -2.618523  0.130
H: -0.810996 2.774292 -1.011014  0.128
H: -0.588870 -1.245332 -1.627742  0.134
H: 0.935160 -0.728993 -2.302347  0.128
H: 0.115693 0.378952 2.298261  0.135
H: 1.272548 -2.983764 -0.336494  0.095
H: -0.272761 -2.556981 0.396709  0.084
H: 1.228200 -2.396536 1.323793  0.074
H: -2.024190 -0.508649 1.862645  0.112
H: -2.207165 0.398204 0.445332  0.104
H: 1.127518 1.665898 0.642291  0.025
H: -0.182925 2.607379 1.145542  0.188

Cartesian forces (eV/Å) of the 6 atoms listed first:
C 0.06 -0.13 0.23
C -0.21 0.11 -0.53
C 0.30 -0.04 0.05
C 1.21 -2.29 -1.88
C -1.29 2.14 1.88
C 0.35 -0.05 0.12

Properties
- HOMO energy (alpha / beta) (eV) = -11.6 / -11.6
- frontier orbital gap (alpha / beta) (Ha) = 0.297 / 0.297
- energy relative to the best compared isomer or geometry (same formula, charge and spin) (eV) = 1.6761
- total charge = +1

***

Number 1: E_tot -4662.5623 Eh. Number 2: E_tot -642.6801 Eh.